Entry 1:
Here is C5H8NO as an isolated structure at a distorted geometry from the OMol25 dataset. Energies are from ωB97M-V/def2-TZVPD.

Results
E, Ha: -324.89484
Energy relative to the best compared isomer or geometry (same formula, charge and spin), kJ/mol: 378.4
LUMO, Ha: -0.146

```
! RIJCOSX wB97M-V def2-TZVPD def2/J DEFGRID3
* xyz 1 1
C -1.861 0.103 0.028
C -1.145 -1.208 0.171
C 0.927 1.344 -0.157
C 1.065 -0.080 -0.697
C 0.053 0.720 0.793
N 0.311 -0.676 0.470
O -2.834 0.550 -0.386
H -1.640 -1.947 0.987
H -1.166 -1.877 -0.770
H 1.928 1.796 0.111
H 0.605 2.026 -0.876
H 0.762 -0.202 -1.804
H 2.078 -0.391 -0.675
H -0.072 1.123 1.782
H 0.989 -1.279 1.023
*
```

---

Entry 2:
Here is one molecule with the formula C16H24N8O4S2 at a distorted geometry from the OMol25 dataset. Energies are from ωB97M-V/def2-TZVPD.

Results
E, Ha: -2159.41511
LUMO, Ha: 0.018

```
! RIJCOSX wB97M-V def2-TZVPD def2/J DEFGRID3
* xyz 0 1
C 1.092 3.495 -2.834
H 1.138 4.404 -3.428
H 1.831 2.792 -3.209
H 1.321 3.736 -1.800
C -0.306 2.881 -2.909
C -0.285 1.499 -2.279
O 0.613 0.699 -2.445
N -1.395 1.160 -1.558
C -1.604 -0.084 -1.041
N -2.651 -0.377 -0.344
N -2.681 -1.650 0.032
C -1.675 -2.347 -0.352
C -1.535 -3.797 -0.081
H -2.364 -4.310 -0.576
H -0.595 -4.161 -0.493
C -1.574 -4.146 1.420
N -2.645 -3.499 2.142
N -3.911 -3.808 1.814
O -4.798 -3.274 2.438
O -4.061 -4.623 0.931
C -2.405 -2.692 3.314
H -3.309 -2.750 3.925
C -2.128 -1.214 3.008
C -0.765 -0.998 2.463
N 0.151 -1.898 2.431
N 1.288 -1.516 1.861
C 1.251 -0.294 1.446
N 2.294 0.301 0.802
C 2.212 1.544 0.238
O 1.209 2.216 0.342
C 3.475 1.979 -0.475
C 4.618 2.146 0.529
H 4.874 1.201 1.003
H 4.345 2.858 1.305
H 5.501 2.519 0.016
H 3.262 2.952 -0.923
C 3.834 0.987 -1.585
H 2.951 0.739 -2.170
H 4.578 1.428 -2.244
H 4.250 0.067 -1.179
H 3.105 -0.281 0.650
S -0.252 0.537 1.763
H -2.238 -0.636 3.929
H -2.868 -0.846 2.294
H -1.561 -3.116 3.861
H -0.644 -3.831 1.892
H -1.689 -5.233 1.504
S -0.504 -1.417 -1.293
H -2.108 1.842 -1.342
C -1.337 3.837 -2.313
H -2.359 3.522 -2.520
H -1.205 4.821 -2.758
H -1.191 3.934 -1.239
H -0.549 2.704 -3.965
*
```

---

Entry 3:
Here is C28H43BrN2P2PbS as an isolated structure at a distorted geometry from the OMol25 dataset. Energies are from ωB97M-V/def2-TZVPD.

Results
E, Ha: -5049.30090
Energy relative to the best compared isomer or geometry (same formula, charge and spin), kJ/mol: 83.0
LUMO, Ha: -0.302

```
! RIJCOSX wB97M-V def2-TZVPD def2/J DEFGRID3
* xyz 2 1
N 1.095 -11.481 -0.524
C 2.152 -10.736 -0.162
C 2.170 -9.337 -0.195
C 1.026 -8.627 -0.628
C -0.085 -9.418 -1.009
C 0.003 -10.810 -0.938
C 1.046 -7.166 -0.660
Pb 0.000 0.000 0.000
P -3.175 3.247 4.470
C 0.162 -6.336 -0.043
C 0.162 -4.876 -0.058
C -0.963 -4.181 0.448
C -1.015 -2.782 0.463
C 0.058 -2.005 -0.028
C 1.183 -2.700 -0.536
C 1.236 -4.096 -0.553
Br -0.068 2.544 0.034
H 1.866 -6.730 -1.245
H -0.653 -6.785 0.540
H 3.068 -8.792 0.116
H -1.013 -8.954 -1.358
H 3.041 -11.288 0.175
H -0.858 -11.426 -1.233
H -1.810 -4.760 0.839
H 2.126 -4.591 -0.958
H -1.907 -2.288 0.865
H 2.037 -2.134 -0.928
P -1.919 0.001 -1.325
C -1.740 2.177 5.041
C -1.691 1.990 6.563
H -0.787 2.600 4.664
H -1.871 1.196 4.545
H -0.665 1.755 6.900
H -2.012 2.903 7.095
H -2.354 1.167 6.883
C -4.319 1.856 3.933
C -5.807 2.231 3.921
H -4.147 1.035 4.655
H -4.003 1.481 2.940
H -6.441 1.328 3.973
H -6.063 2.878 4.778
H -6.080 2.772 2.998
C -2.481 3.797 2.808
C -1.996 5.254 2.784
H -3.233 3.613 2.015
H -1.628 3.125 2.596
H -1.995 5.653 1.753
H -2.638 5.911 3.396
H -0.969 5.333 3.182
C -1.987 1.521 -2.394
C -2.287 1.364 -3.890
H -0.991 1.976 -2.257
H -2.718 2.191 -1.902
H -1.455 0.859 -4.408
H -3.212 0.797 -4.086
H -2.401 2.362 -4.350
C -3.543 -0.097 -0.426
C -4.366 -1.388 -0.516
H -4.130 0.754 -0.816
H -3.318 0.168 0.624
H -5.029 -1.381 -1.398
H -3.737 -2.291 -0.571
H -5.010 -1.481 0.377
C -1.815 -1.489 -2.433
C -0.534 -1.751 -3.235
H -2.673 -1.372 -3.120
H -2.081 -2.337 -1.775
H -0.328 -2.831 -3.329
H -0.577 -1.321 -4.248
H 0.328 -1.296 -2.715
S 3.537 1.018 -2.729
C 4.131 0.501 -1.243
C 3.046 0.191 -0.436
N 1.831 0.369 -1.024
C 1.926 0.830 -2.290
H 5.172 0.426 -0.961
H 3.150 -0.163 0.581
H 1.078 1.046 -2.923
*
```